ORCA calculation (ωB97M-V with the def2-TZVPD basis set) on a structure of composition C26H53BNO3PSTa.

Electronic energy: -2123.90812 Ha
Charge: -1
HOMO: -4.4 eV
Energy above the lowest of the compared OMol25 structures with the same formula, charge and spin: 0.00 kcal/mol
2S+1: 1

Last column: Löwdin charge in e.
Element x y z (Å)
1 C 5.350 -3.345 2.522  -0.142
2 C 5.808 -2.998 1.000  -0.261
3 C 5.792 -1.396 0.860  -0.243
4 C 5.656 -0.967 -0.686  -0.219
5 C 4.155 -1.370 -1.160  -0.213
6 C 3.867 -0.624 -2.568  -0.201
7 C 3.085 0.746 -2.249  -0.229
8 C 1.709 0.818 -3.073  -0.215
9 C 0.729 -0.432 -2.777  -0.303
10 C 0.571 -0.759 -1.205  -0.384
11 Ta -1.698 -0.820 -0.587  1.632
12 C -1.446 -3.126 -0.307  -0.388
13 C -2.146 -3.701 1.025  -0.379
14 C -3.459 -4.615 0.750  -0.523
15 S -4.772 -4.100 2.002  0.602
16 C -1.942 1.488 -1.004  -0.353
17 O -0.824 2.279 -0.508  -0.230
18 C -1.136 3.026 0.643  -0.182
19 C -2.231 2.733 1.690  -0.014
20 C -2.509 3.558 2.968  -0.214
21 C -3.700 3.081 3.929  -0.100
22 C -1.604 4.794 3.259  -0.058
23 C -0.509 5.138 2.211  -0.034
24 C -0.239 4.294 0.914  -0.080
25 C 0.935 4.784 -0.046  -0.368
26 C 2.251 3.862 -0.009  -0.083
27 C 0.393 4.954 -1.562  -0.099
28 P -0.912 -0.447 1.853  0.480
29 N -0.012 -1.686 2.419  -0.414
30 B -3.961 -0.966 -0.007  -0.661
31 O -4.646 -0.070 0.946  -0.045
32 O -4.793 -2.019 -0.577  -0.153
33 C -5.181 -1.731 -1.944  -0.272
34 C -6.078 -3.001 -2.422  -0.092
35 H 5.727 -4.393 2.832  0.068
36 H 4.204 -3.361 2.622  0.081
37 H 5.817 -2.544 3.191  0.067
38 H 5.079 -3.534 0.298  0.093
39 H 6.869 -3.399 0.768  0.107
40 H 6.784 -0.961 1.239  0.106
41 H 4.925 -0.985 1.482  0.111
42 H 6.462 -1.420 -1.357  0.111
43 H 5.724 0.188 -0.726  0.112
44 H 3.397 -1.086 -0.340  0.107
45 H 4.156 -2.503 -1.379  0.103
46 H 3.282 -1.363 -3.216  0.098
47 H 4.824 -0.358 -3.131  0.102
48 H 2.950 0.927 -1.117  0.084
49 H 3.737 1.632 -2.614  0.104
50 H 1.114 1.790 -2.881  0.090
51 H 1.952 0.843 -4.206  0.109
52 H -0.317 -0.106 -3.149  0.042
53 H 1.069 -1.402 -3.289  0.095
54 H 1.104 -1.742 -0.907  0.037
55 H 1.060 0.052 -0.535  0.026
56 H -2.103 -1.157 -2.363  -0.072
57 H -0.311 -3.325 -0.215  0.030
58 H -1.802 -3.663 -1.258  0.039
59 H -1.383 -4.404 1.538  0.101
60 H -2.421 -2.919 1.806  0.027
61 H -3.263 -5.738 0.857  0.069
62 H -3.844 -4.450 -0.325  0.052
63 H -4.477 -2.833 2.485  -0.135
64 H -1.888 1.554 -2.163  0.062
65 H -2.979 1.882 -0.728  0.050
66 H -2.903 1.818 1.502  0.067
67 H -3.321 2.482 4.842  0.085
68 H -4.299 4.007 4.276  0.076
69 H -4.428 2.458 3.302  0.073
70 H -1.741 5.424 4.208  0.084
71 H 0.176 6.031 2.403  0.081
72 H 1.253 5.830 0.324  0.121
73 H 2.891 4.170 -0.922  0.083
74 H 1.975 2.756 -0.089  0.069
75 H 2.850 4.121 0.930  0.078
76 H 1.045 5.665 -2.180  0.071
77 H -0.698 5.338 -1.579  0.089
78 H 0.394 3.947 -2.132  0.066
79 H -0.059 0.730 1.931  -0.039
80 H -2.041 -0.240 2.735  -0.066
81 H 0.930 -1.336 2.653  -0.080
82 H -5.010 0.644 0.371  0.079
83 H -5.828 -0.786 -2.021  0.122
84 H -4.258 -1.707 -2.621  0.080
85 H -5.447 -3.959 -2.286  0.076
86 H -6.480 -2.882 -3.483  0.067
87 H -6.957 -3.119 -1.683  0.082